# 1
Molecular formula: ClHNO2S2
Method: DFT, wB97M-V/def2-TZVPD

Gap between HOMO and LUMO: 7.6731 eV
Maximum force: 0.0893 hartree/bohr
M: 146.60 g/mol
Calculated total energy: -39793.5697 eV
Energy relative to the best compared isomer or geometry (same formula, charge and spin): 45.5 kcal/mol

ORCA input file:
```
! RIJCOSX wB97M-V def2-TZVPD def2/J DEFGRID3
* xyz -1 1
N -0.301 -0.418 0.271
O -0.542 2.180 -0.653
O 1.561 1.765 0.551
S 0.522 -1.746 0.397
S 0.611 1.285 -0.454
Cl -0.266 -2.917 -1.114
H -1.585 -0.149 1.001
*
```

***

# 2
Molecular formula: C20H25F15O10
Method: DFT, wB97M-V/def2-TZVPD

Gap between HOMO and LUMO: 11.4878 eV
Maximum force: 0.1209 hartree/bohr
M: 710.38 g/mol
Calculated total energy: -82381.6119 eV
SMILES string: CCOC(=O)C(F)(F)F.CCOC(=O)C(F)(F)F.CCOC(=O)C(F)(F)F.CCOC(=O)C(F)(F)F.CCOC(=O)C(F)(F)F
Energy relative to the best compared isomer or geometry (same formula, charge and spin): 73.6 kcal/mol

ORCA input file:
```
! RIJCOSX wB97M-V def2-TZVPD def2/J DEFGRID3
* xyz 0 1
C -4.198 -7.916 -0.608
C -3.188 -8.048 -1.742
O -2.356 -6.890 -1.645
C -1.528 -6.500 -2.672
O -1.541 -7.041 -3.753
C -0.705 -5.227 -2.351
F 0.544 -5.339 -2.893
F -1.275 -4.134 -2.874
F -0.586 -5.140 -1.031
H -4.644 -6.922 -0.568
H -3.732 -7.953 0.377
H -4.893 -8.751 -0.684
H -3.753 -8.017 -2.673
H -2.597 -8.964 -1.770
C 1.237 1.685 1.417
C 0.009 0.853 1.035
O 0.255 -0.510 0.841
C 0.480 -1.372 1.919
O 0.603 -1.003 3.097
C 0.722 -2.831 1.520
F 0.419 -3.070 0.236
F 2.003 -3.157 1.793
F -0.040 -3.644 2.290
H 2.031 1.668 0.670
H 1.570 1.520 2.442
H 0.905 2.720 1.499
H -0.374 1.284 0.110
H -0.799 0.966 1.758
C -2.176 0.373 -1.577
C -3.632 0.229 -1.114
O -3.574 0.154 0.342
C -4.146 1.219 1.053
O -4.725 2.202 0.554
C -3.958 1.097 2.607
F -5.105 0.792 3.258
F -3.083 0.117 2.859
F -3.581 2.250 3.174
H -2.205 0.440 -2.665
H -1.404 -0.320 -1.242
H -1.859 1.375 -1.287
H -4.003 -0.740 -1.449
H -4.358 0.922 -1.540
C 4.172 3.573 3.126
C 3.180 4.781 3.022
O 2.004 4.399 3.805
C 0.913 5.220 3.867
O 0.913 6.335 3.300
C -0.243 4.810 4.730
F -1.318 4.899 4.037
F -0.055 3.579 5.239
F -0.424 5.818 5.668
H 5.155 3.912 2.799
H 3.831 2.772 2.471
H 4.319 3.177 4.131
H 2.904 5.040 2.000
H 3.613 5.717 3.375
C 2.114 0.330 -3.963
C 3.450 0.784 -4.551
O 3.938 1.812 -3.678
C 3.368 3.083 -3.636
O 2.469 3.592 -4.386
C 3.956 3.877 -2.406
F 5.215 3.678 -2.302
F 3.703 5.142 -2.533
F 3.442 3.329 -1.302
H 1.577 -0.489 -4.440
H 1.437 1.160 -4.167
H 2.148 0.207 -2.880
H 3.235 1.067 -5.581
H 4.219 0.018 -4.456
*
```

***

# 3
Molecular formula: C30H34BCl60
Method: DFT, wB97M-V/def2-TZVPD

Gap between HOMO and LUMO: 6.0814 eV
Maximum force: 0.0289 hartree/bohr
M: 2532.59 g/mol
Calculated total energy: -783679.1645 eV

ORCA input file:
```
! RIJCOSX wB97M-V def2-TZVPD def2/J DEFGRID3
* xyz -1 1
C 3.056 1.242 0.713
C 4.244 0.969 -0.274
C 3.961 1.381 -1.757
C 4.072 2.906 -2.051
C 3.038 3.799 -1.276
B 1.479 3.448 -1.655
C 0.513 4.741 -1.284
C -0.970 4.366 -0.955
C -1.132 3.329 0.200
C -2.651 3.167 0.526
C -3.493 2.675 -0.692
C -3.088 1.202 -1.045
C -2.449 1.059 -2.464
C -1.818 -0.369 -2.661
C -0.266 -0.364 -2.424
C 0.131 -0.541 -0.925
H 2.072 1.291 0.220
H 3.021 0.389 1.427
H 3.277 2.193 1.233
H 5.167 1.423 0.132
H 4.404 -0.135 -0.287
H 4.764 0.889 -2.361
H 3.013 0.939 -2.122
H 5.109 3.301 -1.935
H 3.827 3.033 -3.131
H 3.241 3.783 -0.183
H 3.241 4.856 -1.603
H 1.052 2.454 -1.123
H 1.454 3.233 -2.857
H 0.466 5.369 -2.212
H 0.951 5.376 -0.469
H -1.451 4.019 -1.896
H -1.567 5.262 -0.645
H -0.601 3.680 1.113
H -0.720 2.334 -0.059
H -3.044 4.158 0.830
H -2.779 2.443 1.357
H -4.554 2.664 -0.356
H -3.448 3.355 -1.560
H -2.420 0.762 -0.274
H -4.009 0.580 -1.058
H -3.275 1.172 -3.195
H -1.654 1.801 -2.663
H -1.970 -0.656 -3.724
H -2.320 -1.140 -2.038
H 0.211 -1.148 -3.047
H 0.120 0.609 -2.798
H -0.462 -1.369 -0.483
H 1.198 -0.826 -0.853
H -0.053 0.390 -0.361
C 1.293 -1.231 3.817
Cl 0.228 -2.133 4.910
Cl 0.310 -0.288 2.688
Cl 2.322 -0.141 4.765
Cl 2.316 -2.360 2.914
C 3.868 4.708 3.354
Cl 4.714 4.661 1.802
Cl 3.378 3.067 3.803
Cl 4.946 5.369 4.600
Cl 2.439 5.741 3.196
C -5.919 -2.239 -1.493
Cl -7.368 -1.221 -1.590
Cl -4.971 -2.061 -2.978
Cl -4.940 -1.734 -0.105
Cl -6.395 -3.935 -1.290
C -8.667 -2.842 -5.180
Cl -9.418 -2.394 -3.638
Cl -9.923 -3.081 -6.408
Cl -7.577 -1.548 -5.705
Cl -7.750 -4.345 -4.982
C 2.918 -6.545 3.202
Cl 3.410 -8.162 2.667
Cl 3.150 -6.407 4.954
Cl 3.902 -5.326 2.374
Cl 1.210 -6.285 2.823
C 6.653 -3.277 5.188
Cl 7.526 -3.263 3.647
Cl 6.190 -4.942 5.595
Cl 7.696 -2.627 6.466
Cl 5.197 -2.279 5.047
C -0.552 -9.582 1.253
Cl -0.075 -11.186 0.665
Cl -0.265 -9.485 2.997
Cl 0.403 -8.342 0.424
Cl -2.271 -9.312 0.924
C 2.507 9.373 0.654
Cl 1.638 10.043 2.049
Cl 1.359 9.029 -0.648
Cl 3.700 10.556 0.078
Cl 3.343 7.890 1.135
C 10.432 -6.436 4.749
Cl 10.412 -6.428 2.977
Cl 11.600 -5.236 5.332
Cl 8.817 -6.031 5.357
Cl 10.900 -8.046 5.327
C -3.888 8.049 0.906
Cl -2.123 7.933 0.840
Cl -4.602 7.009 -0.336
Cl -4.456 7.537 2.505
Cl -4.379 9.729 0.616
C -3.238 -6.038 -2.742
Cl -4.936 -5.763 -3.168
Cl -3.108 -7.512 -1.767
Cl -2.272 -6.214 -4.218
Cl -2.637 -4.661 -1.805
C -3.045 0.114 5.487
Cl -1.469 0.454 6.224
Cl -3.243 -1.636 5.278
Cl -4.333 0.728 6.541
Cl -3.143 0.912 3.910
C 0.972 -11.232 6.579
Cl 1.497 -9.719 5.823
Cl -0.550 -10.963 7.445
Cl 0.730 -12.464 5.329
Cl 2.212 -11.783 7.720
C -10.306 -3.130 -10.578
Cl -9.563 -3.027 -12.185
Cl -10.794 -4.805 -10.260
Cl -9.143 -2.614 -9.348
Cl -11.733 -2.080 -10.519
C 3.596 10.398 -4.198
Cl 3.616 10.339 -5.970
Cl 4.850 11.517 -3.630
Cl 2.010 10.960 -3.643
Cl 3.907 8.782 -3.548
*
```

***

# 4
Molecular formula: C15H70BClNO25P2
Method: DFT, wB97M-V/def2-TZVPD

Gap between HOMO and LUMO: 6.4697 eV
Maximum force: 0.0450 hartree/bohr
M: 772.92 g/mol
Calculated total energy: -101146.5428 eV

ORCA input file:
```
! RIJCOSX wB97M-V def2-TZVPD def2/J DEFGRID3
* xyz -1 1
C -2.299 -2.283 -2.009
C -1.168 -1.539 -1.781
C -1.185 -0.104 -1.241
C -1.157 -0.120 0.321
B -2.633 -0.210 0.978
O -2.747 -0.956 2.183
N -3.880 0.378 0.456
C -3.717 1.727 -0.094
C -4.633 -0.499 -0.450
O -0.625 -1.425 0.642
P 1.135 -1.515 0.681
C 1.220 -3.371 0.222
C 2.163 -3.635 -0.957
C 3.638 -3.455 -0.614
Cl 1.943 -5.362 -1.588
O 1.169 0.252 0.830
C -0.110 0.829 1.020
C 0.028 2.258 0.464
C 1.054 2.411 -0.664
O 0.520 3.396 -1.597
C 1.425 3.408 -2.703
C 1.029 2.432 -3.840
C -0.234 0.737 2.587
P -1.228 2.032 3.387
O -0.320 3.102 3.953
O -2.318 2.733 2.412
O -2.084 1.429 4.658
H -3.075 -1.916 -2.679
H -2.444 -3.234 -1.494
H -0.173 -1.917 -2.012
H -0.340 0.428 -1.689
H -2.092 0.359 -1.658
H -3.076 -1.823 1.917
H -4.454 1.846 -0.897
H -2.743 1.912 -0.561
H -3.969 2.494 0.643
H -5.674 -0.137 -0.473
H -4.657 -1.512 -0.039
H -4.276 -0.481 -1.482
H 0.936 -1.766 2.097
H 2.539 -1.493 0.986
H 1.288 -1.256 -0.746
H 1.612 -3.981 1.045
H 0.235 -3.786 -0.036
H 1.943 -2.997 -1.815
H 4.233 -3.550 -1.537
H 3.848 -2.456 -0.235
H 4.008 -4.222 0.062
H -0.931 2.671 0.132
H 0.365 2.909 1.283
H 1.965 2.844 -0.244
H 1.238 1.511 -1.249
H 2.445 3.151 -2.386
H 1.411 4.420 -3.128
H 1.834 1.719 -4.054
H 0.139 1.839 -3.614
H 0.866 2.985 -4.769
H 0.784 0.902 2.951
H -0.504 -0.271 2.898
H -2.057 3.655 2.297
H -2.877 1.980 4.721
O 4.017 4.008 -1.321
H 4.918 4.346 -1.317
H 3.482 4.766 -1.063
O -3.688 1.854 -3.306
H -4.313 2.378 -3.819
H -2.922 2.431 -3.196
O 2.852 3.908 1.531
H 2.473 4.454 2.227
H 2.894 3.028 1.924
O 3.598 -3.657 2.384
H 3.261 -3.020 3.030
H 3.566 -4.497 2.852
O 2.539 3.210 4.433
H 2.601 2.620 5.188
H 1.606 3.145 4.159
O 0.160 -7.977 -2.950
H 0.706 -7.317 -2.503
H 0.788 -8.525 -3.428
O -4.053 -2.296 -4.929
H -3.890 -1.700 -5.666
H -3.437 -3.023 -5.068
O -2.805 6.029 3.963
H -2.613 6.579 3.197
H -2.187 5.295 3.891
O -1.902 2.158 -6.083
H -2.532 2.101 -5.355
H -2.155 2.961 -6.552
O -2.198 -6.493 -1.536
H -1.671 -5.813 -1.104
H -1.551 -7.035 -2.003
O -3.436 2.849 -8.280
H -3.275 3.328 -9.099
H -2.888 2.058 -8.344
O -0.670 5.924 -1.462
H -0.492 6.448 -2.247
H -0.076 5.152 -1.539
O -0.765 5.108 6.505
H -1.395 4.603 7.025
H -0.606 4.553 5.728
O 4.195 -5.754 -3.923
H 3.535 -5.756 -3.212
H 3.974 -4.976 -4.442
O 4.576 -6.368 2.252
H 5.000 -5.563 1.930
H 4.567 -6.951 1.487
O -0.269 -1.010 5.210
H -0.946 -1.627 4.911
H -0.771 -0.274 5.577
O 3.011 -3.161 4.953
H 2.670 -2.493 5.562
H 2.975 -3.983 5.450
O 3.342 -0.172 5.814
H 2.754 0.271 5.192
H 4.110 0.403 5.882
*
```

***

# 5
Molecular formula: C27H46NO2Si
Method: DFT, wB97M-V/def2-TZVPD

Gap between HOMO and LUMO: 6.0826 eV
Maximum force: 0.0909 hartree/bohr
M: 444.76 g/mol
Calculated total energy: -42192.0445 eV
Energy relative to the best compared isomer or geometry (same formula, charge and spin): 233.3 kcal/mol

ORCA input file:
```
! RIJCOSX wB97M-V def2-TZVPD def2/J DEFGRID3
* xyz 1 1
C 1.513 -1.294 0.322
Si 3.359 -0.664 0.315
C 4.359 -1.851 1.487
C 3.292 1.110 1.065
C 4.531 2.064 0.668
C 4.176 3.279 -0.318
C 2.826 4.076 0.043
C 1.739 4.055 -1.178
C 0.330 3.421 -0.723
C -0.293 4.065 0.612
C -1.914 3.858 0.694
C -2.390 2.483 0.036
C -3.529 2.393 -1.038
C -3.868 1.000 -1.630
N -3.203 -0.223 -1.257
C -3.491 -1.579 -1.855
C -4.962 -1.717 -2.488
O -5.105 -3.097 -2.957
C -2.156 -0.201 -0.234
C -1.706 1.115 0.454
C 4.048 -0.744 -1.465
C 5.001 -1.876 -1.993
C 5.446 -1.784 -3.493
C 5.043 -0.634 -4.462
C 4.121 0.515 -3.902
C 3.630 0.425 -2.435
H 1.286 -1.691 1.387
H 0.793 -0.408 0.108
H 1.351 -2.107 -0.468
H 5.489 -1.704 1.353
H 4.094 -2.935 1.190
H 4.061 -1.703 2.581
H 3.357 0.958 2.215
H 2.254 1.546 0.865
H 4.980 2.506 1.620
H 5.334 1.381 0.185
H 5.041 4.045 -0.214
H 4.177 2.995 -1.440
H 3.084 5.190 0.213
H 2.377 3.695 1.026
H 1.575 5.116 -1.618
H 2.176 3.441 -2.059
H 0.552 2.309 -0.475
H -0.375 3.420 -1.625
H 0.005 5.171 0.714
H 0.124 3.472 1.517
H -2.366 4.763 0.137
H -2.252 3.979 1.791
H -4.057 3.369 -1.339
H -4.705 0.973 -2.422
H -2.665 -1.844 -2.623
H -3.337 -2.332 -0.988
H -5.724 -1.536 -1.637
H -5.083 -0.962 -3.349
H -4.395 -3.576 -2.456
H -1.657 -1.185 0.061
H -0.878 1.182 1.237
H 5.334 -2.724 -1.290
H 6.115 -2.622 -3.885
H 5.383 -0.583 -5.552
H 3.817 1.397 -4.553
H 2.938 1.256 -2.028
C -4.883 -5.084 2.956
C -4.011 -4.471 4.039
O -2.805 -3.901 3.543
C -2.946 -2.848 2.603
C -3.709 -1.651 3.145
H -4.330 -5.854 2.409
H -5.775 -5.537 3.396
H -5.212 -4.340 2.228
H -3.718 -5.256 4.740
H -4.568 -3.731 4.621
H -3.403 -3.224 1.680
H -1.933 -2.529 2.337
H -4.733 -1.909 3.421
H -3.754 -0.857 2.394
H -3.218 -1.258 4.040
*
```

***

# 6
Molecular formula: CH5NOS
Method: DFT, wB97M-V/def2-TZVPD

Gap between HOMO and LUMO: 9.3510 eV
Maximum force: 0.0656 hartree/bohr
M: 79.12 g/mol
Calculated total energy: -15486.8606 eV
SMILES string: C=[S@H](N)=O
Energy relative to the best compared isomer or geometry (same formula, charge and spin): 98.2 kcal/mol

ORCA input file:
```
! RIJCOSX wB97M-V def2-TZVPD def2/J DEFGRID3
* xyz 0 1
C -0.056 1.467 0.100
S -0.667 -0.018 0.077
N 0.465 -1.462 -0.103
O -1.773 -0.261 -0.736
H -0.100 2.122 -0.718
H 0.934 1.307 0.335
H -0.954 -0.371 1.395
H 0.964 -1.501 -1.029
H 1.187 -1.282 0.679
*
```